Density functional theory data (ωB97M-V/def2-TZVPD) for a molecular structure, C22H25AuCl2NO3P2 at a distorted geometry.

XYZ file:
```
56
Properties=species:S:1:pos:R:3:mulliken_charge:R:1
C -1.58573 3.31324 -3.80231 -0.839
C -1.40419 1.98227 -3.42889 0.275
C -0.09494 1.39583 -3.42989 0.228
C 1.02227 2.22823 -3.70281 1.021
C 0.81175 3.55096 -4.08872 -0.838
C -0.46051 4.10056 -4.13799 -0.760
C 2.41396 1.74812 -3.45094 -0.979
C 2.42379 0.24829 -3.64241 0.909
C 1.25425 -0.52251 -3.42443 0.189
C 1.35588 -1.95701 -3.47602 0.168
C 2.57614 -2.56829 -3.74008 -0.806
C 3.69778 -1.77584 -4.04189 -0.769
C 3.60993 -0.39381 -4.01804 -0.962
H -2.58422 3.76531 -3.75294 0.384
H 1.72252 4.11542 -4.34317 0.405
H -0.59550 5.14863 -4.42785 0.400
H 3.16341 2.26541 -4.09482 0.547
H 2.69420 -3.64901 -3.61491 0.390
H 4.66501 -2.24023 -4.22372 0.396
H 4.44956 0.25619 -4.29908 0.411
N 0.07666 0.08795 -3.02231 -0.477
Au -0.20074 -0.27923 -0.71271 1.207
C -2.58069 1.17911 -2.87358 -0.737
H -2.67736 0.18881 -3.36782 0.325
H -3.52688 1.76513 -2.92241 0.507
C 0.19429 -2.79945 -2.98315 -0.696
H -0.74072 -2.51072 -3.49643 0.400
H 0.40514 -3.87767 -3.12881 0.550
P -2.25167 0.88420 -1.10068 0.564
P -0.04090 -2.54797 -1.21394 0.626
C 1.29077 -3.35981 -0.33369 -1.283
H 1.21870 -3.11642 0.73187 0.321
H 1.22560 -4.44283 -0.48563 0.477
H 2.25815 -3.00081 -0.69802 0.369
C -1.59318 -3.26637 -0.74784 -0.852
H -1.56824 -4.34897 -0.91768 0.522
H -1.79476 -3.06009 0.31258 -0.096
H -2.39884 -2.80413 -1.32893 0.284
C -2.22012 2.49824 -0.28106 -1.255
H -3.16845 3.02405 -0.47026 0.425
H -2.07588 2.31510 0.79514 0.347
H -1.37814 3.08952 -0.66967 0.310
C -3.60799 -0.05596 -0.41056 -0.949
H -3.40828 -0.18818 0.66920 0.147
H -4.54530 0.50307 -0.58402 0.486
H -3.64728 -1.04402 -0.89716 0.287
C 1.10535 -0.55471 0.97343 -0.035
O 2.02140 0.09067 1.39163 -0.471
H 2.77518 2.05610 -2.45833 0.353
Cl -2.42556 -0.11478 4.11924 -0.118
C -1.70406 -1.45911 3.27228 -0.012
Cl -2.85279 -2.51866 2.43085 -0.130
C -0.83518 -0.82626 2.21174 0.397
O 0.34880 -1.39285 2.02424 -0.353
O -1.18422 0.17057 1.56950 -0.602
H -1.06111 -2.05528 3.91810 0.392
```

Calculated values
Gap between HOMO and LUMO (alpha / beta) = 8.24 / 6.22 eV
Charge = +1
LUMO level (alpha / beta) = -0.0793 / -0.1795 Eh
Multiplicity = 3


Density functional theory data (ωB97M-V/def2-TZVPD) for a gas-phase ion, C4H8NS (charge +1) at a distorted geometry.

XYZ file:
```
14
Properties=species:S:1:pos:R:3:mulliken_charge:R:1
C 2.81044 -0.30471 0.55455 -0.434
C 2.00133 -0.23220 -0.51484 -0.345
C -2.02497 0.80367 0.28427 -0.493
C -0.76790 0.06774 0.22721 0.001
N -1.94298 -0.36614 -0.67716 -0.202
S 0.68087 0.92824 -0.62609 -0.052
H 3.83451 -0.85015 0.64846 0.245
H 2.63334 0.30444 1.41231 0.280
H 2.30856 -0.76701 -1.34221 0.410
H -2.57866 0.50854 1.18748 0.271
H -2.25648 1.78825 0.01060 0.316
H -0.35100 -0.58539 0.96987 0.430
H -2.52689 -1.18473 -0.52085 0.287
H -1.82016 -0.11054 -1.61360 0.287
```

Calculated values
Gap between HOMO and LUMO = 10.33 eV
Charge = +1
LUMO level = -0.1233 Eh
Relative energy (zero: lowest compared OMol25 entry of this formula, charge and spin) = 159.77 kJ/mol


Density functional theory data (ωB97M-V/def2-TZVPD) for a molecular structure, C2H3Cl3F6O2PY at a distorted geometry.

XYZ file:
```
18
Properties=species:S:1:pos:R:3:mulliken_charge:R:1
Y 0.66412 0.15511 -0.80716 1.232
C 1.80441 0.56396 3.35227 -0.997
C 1.37344 0.68394 1.88549 1.085
O 2.16034 0.90397 0.94721 -0.637
O 0.16180 0.41686 1.51060 -0.650
H 2.23014 -0.43716 3.28419 0.254
H 0.91798 0.40473 3.96625 0.302
H 2.52162 1.29009 3.73496 0.305
Cl 1.71125 -2.33637 -0.21256 -0.589
Cl 0.00305 2.80766 -1.20045 -0.379
Cl 2.17981 0.21921 -3.12835 -0.279
P -2.32295 -0.68190 -1.89391 1.244
F -2.34825 0.86640 -2.06088 -0.289
F -2.75848 -0.71804 -3.41800 -0.347
F -0.79201 -0.61862 -2.42303 -0.302
F -2.04919 -2.26140 -1.76793 -0.334
F -1.63966 -0.39077 -0.45861 -0.278
F -3.81738 -0.86773 -1.31003 -0.342
```

Calculated values
Gap between HOMO and LUMO (alpha / beta) = 10.13 / 3.91 eV
Charge = -1
LUMO level (alpha / beta) = 0.1108 / -0.1017 Eh
Multiplicity = 2


Density functional theory data (ωB97M-V/def2-TZVPD) for C5H9NO in the gas phase.

XYZ file:
```
16
Properties=species:S:1:pos:R:3:mulliken_charge:R:1
O 0.86135 0.53513 3.03706 -0.207
C 0.55102 0.93696 1.83460 -0.314
C 0.69489 -0.18964 0.84876 -0.679
C -0.17731 -0.07889 -0.39182 1.074
C -0.13245 -1.17302 -1.38865 -0.726
N -1.24730 -1.07455 -0.44403 -0.693
C -0.46685 1.32693 -0.87385 -1.360
H 1.06867 -0.42537 3.08237 0.311
H 0.45942 1.87945 -1.06213 0.313
H 0.54978 -1.18853 1.30208 0.423
H 1.75507 -0.10847 0.55402 0.261
H 0.52514 -2.02968 -1.24528 0.264
H -0.30310 -0.90640 -2.43121 0.289
H -2.06992 -0.69101 -0.90257 0.290
H -1.04732 1.30017 -1.80375 0.396
H -1.02108 1.88693 -0.11560 0.359
```

Calculated values
Gap between HOMO and LUMO = 9.48 eV
LUMO level = 0.0322 Eh
Relative energy (zero: lowest compared OMol25 entry of this formula, charge and spin) = 412.07 kJ/mol


Density functional theory data (ωB97M-V/def2-TZVPD) for 6 unconnected molecules or ions with the total composition CH14N2O6 at a distorted geometry.

XYZ file:
```
23
Properties=species:S:1:pos:R:3:mulliken_charge:R:1
O -1.85670 1.99419 -0.44412 -0.669
H -1.40065 1.91419 0.43212 0.326
H -2.67785 1.51541 -0.26622 0.322
O -2.33065 -0.93205 -1.64998 -0.703
H -1.81370 -1.77966 -1.64132 0.321
H -1.57354 -0.32332 -1.79168 0.402
O -1.05453 0.27588 1.96788 -0.585
H -0.39363 -0.12919 1.35538 0.479
H -0.54059 0.46567 2.69116 0.237
O 0.26145 0.69742 -2.07492 -0.733
H -0.26041 1.52305 -1.87618 0.325
H 0.74657 0.44441 -1.21319 0.295
O -3.96315 -0.10680 0.30644 -0.680
H -3.40177 -0.48357 -0.42680 0.428
H -3.86695 -0.72211 1.05283 0.281
C 2.50317 -0.45916 0.49827 0.718
O 1.26527 -0.29534 0.51981 -0.766
N 3.19652 -1.45853 1.11518 -0.462
N 3.28328 0.25423 -0.25515 -0.402
H 4.17331 -1.42339 1.21759 0.182
H 2.54481 -2.11872 1.51621 0.251
H 4.27111 0.01566 -0.48358 0.197
H 2.88864 1.13173 -0.54972 0.237
```

Calculated values
Gap between HOMO and LUMO = 10.34 eV
LUMO level = 0.0033 Eh
Relative energy (zero: lowest compared OMol25 entry of this formula, charge and spin) = 16.20 kJ/mol


Density functional theory data (ωB97M-V/def2-TZVPD) for 2 unconnected molecules or ions with the total composition C4H13N2S at a distorted geometry.

XYZ file:
```
20
Properties=species:S:1:pos:R:3:mulliken_charge:R:1
N -0.44870 1.77367 0.44687 -0.307
C 0.40932 0.52442 0.09690 -0.049
C -0.26595 0.06303 -1.21010 -0.568
C 0.12868 -1.21928 -1.93824 -0.711
S -1.27575 -1.56839 -3.12361 0.353
C 0.48295 -0.43275 1.31587 -0.808
N 1.04853 0.27324 2.51008 -0.491
H -0.03469 2.12135 1.33722 0.415
H -1.41340 1.49805 0.67619 0.371
H -0.43975 2.49342 -0.23866 0.337
H 1.44464 0.86190 -0.03042 0.298
H -0.13098 0.91669 -1.90777 0.358
H -1.27438 -0.19840 -0.97781 0.327
H 0.22050 -2.07823 -1.27280 0.395
H 1.01867 -1.13885 -2.68271 0.435
H -2.31003 -1.94167 -1.50617 0.358
H -0.57085 -0.75281 1.62857 0.422
H 0.93881 -1.41032 1.01266 0.329
H 0.35840 -0.02796 3.18369 0.261
H 2.11397 0.24287 2.68023 0.274
```

Calculated values
Gap between HOMO and LUMO (alpha / beta) = 6.63 / 4.81 eV
Charge = +2
LUMO level (alpha / beta) = -0.3826 / -0.4493 Eh
Multiplicity = 2
Relative energy (zero: lowest compared OMol25 entry of this formula, charge and spin) = 335.30 kJ/mol


Density functional theory data (ωB97M-V/def2-TZVPD) for C19H22N4O in the gas phase at a distorted geometry.

XYZ file:
```
46
Properties=species:S:1:pos:R:3:mulliken_charge:R:1
O 0.72620 2.77932 -0.91490 -0.705
N 1.49834 1.23131 5.07133 -0.819
C 0.68049 1.53794 -0.90211 0.089
C 2.11432 0.37532 4.30538 -0.961
C 1.02787 1.70346 2.85451 -0.477
C 1.87447 0.64412 2.88261 0.217
C 0.51950 -1.91159 -3.48358 -0.740
C -0.58257 -2.77095 -3.25466 -0.811
C 0.51844 -0.67996 -2.84328 -0.496
C -1.57841 -2.46492 -2.35797 -0.866
C -0.47903 -0.34938 -1.90930 0.113
C -1.60369 -1.21000 -1.69951 0.540
N 0.84403 2.07448 4.19242 0.151
N -0.48130 0.92063 -1.30059 0.380
N 1.75240 0.82296 -0.35226 0.185
C 3.01293 1.55659 -0.03684 -0.745
C -1.76914 1.48048 -0.90041 -0.918
C 1.47288 -0.26506 0.63211 -0.819
C 3.61740 0.61584 1.04497 -0.905
C -2.55138 0.51690 -0.02059 -0.508
C -3.61203 -1.83079 -0.07377 -0.798
C -4.13536 -1.11787 -1.28200 -0.885
C 2.47774 -0.13113 1.71894 0.408
C -2.73518 -0.78334 -0.76772 1.376
H 2.78982 -0.36658 4.71581 0.478
H 0.61003 2.17140 1.98227 0.611
H 1.34481 -2.15961 -4.17656 0.379
H -0.66295 -3.67959 -3.82141 0.388
H 1.34005 -0.01062 -3.02212 0.457
H -2.38441 -3.19127 -2.20397 0.269
H 0.35085 2.93432 4.48100 0.270
H 3.63620 1.58806 -0.92364 0.359
H 2.83814 2.55760 0.40901 0.305
H -2.35977 1.69112 -1.80350 0.371
H -1.60026 2.40593 -0.31303 0.396
H 0.44497 -0.14277 1.00340 0.174
H 1.60175 -1.21634 0.09827 0.344
H 4.28321 -0.17206 0.64406 0.376
H 4.24643 1.16168 1.75891 0.432
H -2.03483 0.35473 0.90637 0.235
H -3.48793 1.04486 0.24701 0.418
H -3.34015 -2.90000 -0.20646 0.209
H -4.00052 -1.62465 0.91007 0.286
H -4.91442 -0.38607 -1.15633 0.257
H -4.12241 -1.70924 -2.21805 0.286
H 2.81245 -1.09528 2.08610 0.696
```

Calculated values
Gap between HOMO and LUMO = 8.87 eV
LUMO level = 0.0273 Eh
Relative energy (zero: lowest compared OMol25 entry of this formula, charge and spin) = 201.26 kJ/mol


Density functional theory data (ωB97M-V/def2-TZVPD) for 6 unconnected molecules or ions with the total composition C5H20NO5 at a distorted geometry.

XYZ file:
```
31
Properties=species:S:1:pos:R:3:mulliken_charge:R:1
C 1.75968 2.42888 2.30623 -1.096
C 1.31386 1.90922 0.92684 -0.467
C 1.21851 0.40409 0.89370 0.137
C 2.22863 -0.42756 0.72337 -0.754
C -0.98276 -0.14006 1.74072 -0.200
N -0.12972 -0.14055 0.81269 0.285
H 2.63454 1.81096 2.52865 0.315
H 2.21581 3.41962 2.28511 0.367
H 1.02845 2.41351 3.10715 0.305
H 0.36013 2.35981 0.63732 0.226
H 1.98314 2.28172 0.15805 0.381
H 3.27231 -0.22357 0.89073 0.307
H 2.03797 -1.46097 0.44982 0.309
H -1.95477 -0.54996 1.48718 0.286
H -0.87138 -0.11738 2.81735 0.307
H -0.34325 -0.35875 -0.16676 0.244
H 3.37758 -0.94442 -3.04558 0.313
H 2.32635 -0.06447 -3.59514 0.301
O 2.42631 -0.79716 -2.97478 -0.603
H -0.26952 -2.99697 2.55155 0.296
H -1.72604 -3.18415 2.63414 0.309
O -1.08031 -2.64649 2.15369 -0.564
H -3.59383 0.47241 -1.55068 0.313
H -2.56021 0.47417 -2.72314 0.341
O -3.04149 -0.08573 -2.10426 -0.693
H -1.96400 2.40737 -2.14298 0.340
H -0.47596 2.31335 -2.40498 0.306
O -1.19262 1.86878 -1.92956 -0.637
H -1.87177 -2.71384 -0.88746 0.289
H -1.88210 -1.26788 -1.42222 0.392
O -1.31769 -1.93418 -0.97988 -0.654
```

Calculated values
Gap between HOMO and LUMO = 9.83 eV
Charge = +1
LUMO level = -0.1340 Eh
Relative energy (zero: lowest compared OMol25 entry of this formula, charge and spin) = 210.92 kJ/mol


Repeat the eighth record exactly.
Density functional theory data (ωB97M-V/def2-TZVPD) for 6 unconnected molecules or ions with the total composition C5H20NO5 at a distorted geometry.

XYZ file:
```
31
Properties=species:S:1:pos:R:3:mulliken_charge:R:1
C 1.75968 2.42888 2.30623 -1.096
C 1.31386 1.90922 0.92684 -0.467
C 1.21851 0.40409 0.89370 0.137
C 2.22863 -0.42756 0.72337 -0.754
C -0.98276 -0.14006 1.74072 -0.200
N -0.12972 -0.14055 0.81269 0.285
H 2.63454 1.81096 2.52865 0.315
H 2.21581 3.41962 2.28511 0.367
H 1.02845 2.41351 3.10715 0.305
H 0.36013 2.35981 0.63732 0.226
H 1.98314 2.28172 0.15805 0.381
H 3.27231 -0.22357 0.89073 0.307
H 2.03797 -1.46097 0.44982 0.309
H -1.95477 -0.54996 1.48718 0.286
H -0.87138 -0.11738 2.81735 0.307
H -0.34325 -0.35875 -0.16676 0.244
H 3.37758 -0.94442 -3.04558 0.313
H 2.32635 -0.06447 -3.59514 0.301
O 2.42631 -0.79716 -2.97478 -0.603
H -0.26952 -2.99697 2.55155 0.296
H -1.72604 -3.18415 2.63414 0.309
O -1.08031 -2.64649 2.15369 -0.564
H -3.59383 0.47241 -1.55068 0.313
H -2.56021 0.47417 -2.72314 0.341
O -3.04149 -0.08573 -2.10426 -0.693
H -1.96400 2.40737 -2.14298 0.340
H -0.47596 2.31335 -2.40498 0.306
O -1.19262 1.86878 -1.92956 -0.637
H -1.87177 -2.71384 -0.88746 0.289
H -1.88210 -1.26788 -1.42222 0.392
O -1.31769 -1.93418 -0.97988 -0.654
```

Calculated values
Gap between HOMO and LUMO = 9.83 eV
Charge = +1
LUMO level = -0.1340 Eh
Relative energy (zero: lowest compared OMol25 entry of this formula, charge and spin) = 210.92 kJ/mol